Formula: C17H17BrGdO3S
Source: the OMol25 dataset
Level of theory: wB97M-V/def2-TZVPD

The geometry in XYZ format:
```
40
Properties=species:S:1:pos:R:3:mulliken_charge:R:1
Gd -1.05974 1.59619 -0.87972 0.601
Br -2.83388 2.75816 0.75802 -0.446
S 0.41739 -0.09732 1.09953 1.672
O 0.16873 -0.35340 -0.39177 -0.573
O -0.86539 -0.11275 1.79867 -0.654
O 1.19708 1.13750 1.24260 -0.641
C 1.08158 2.80996 -1.74220 -0.530
C 2.47011 -3.57430 3.23233 0.857
C -3.71303 0.63547 -1.81846 -0.698
C -2.12813 -0.17350 -3.29858 -0.564
C -3.44664 1.65421 -2.78798 -0.476
C 2.71233 -2.25102 3.63608 -0.556
C -2.47680 1.15029 -3.70013 -0.438
C 1.36345 -2.72254 1.23159 -0.385
C 2.82391 -4.72534 4.15386 -1.316
C -0.74177 4.09444 -1.11914 -0.778
C 1.41519 -1.42664 1.76158 -0.119
C 0.49968 3.54298 -0.65812 -0.461
C 1.88605 -3.78856 1.97131 -0.634
C -2.89222 -0.49821 -2.13651 -0.537
C -0.92532 3.69195 -2.47166 -0.280
C 2.21713 -1.17632 2.89381 -0.490
C 0.19820 2.90710 -2.86199 -0.404
H 2.44946 -0.16370 3.21779 0.423
H -1.41258 4.72699 -0.53954 0.583
H 2.60919 -5.69596 3.69243 0.333
H -1.74923 4.00074 -3.11682 0.512
H 0.39564 2.52456 -3.86564 0.389
H 3.89143 -4.71035 4.40741 0.319
H 2.06243 2.33454 -1.73576 0.444
H 2.28242 -4.68971 5.11314 0.295
H 3.25925 -2.09714 4.57198 0.329
H -4.42743 0.70411 -0.99919 0.472
H 0.91450 -2.89964 0.25711 0.428
H -3.94322 2.61838 -2.83654 0.385
H 1.80348 -4.81598 1.60762 0.266
H -2.90380 -1.45575 -1.61750 0.431
H 0.94481 3.70945 0.32242 0.405
H -2.10331 1.66643 -4.57753 0.472
H -1.44094 -0.83534 -3.81449 0.366
```

Results
spin multiplicity	8
charge	-1
Kohn-Sham gap (spin up / spin down)	6.67 / 4.53	eV


Formula: C17H17BrIN3OPb
Source: the OMol25 dataset
Level of theory: wB97M-V/def2-TZVPD

The geometry in XYZ format:
```
41
Properties=species:S:1:pos:R:3:nbo_charge:R:1
Pb 0.19930 -1.12852 1.25193 1.382
I -1.20606 -1.13390 -1.55727 0.314
Br -3.17291 -1.59582 1.36747 0.117
O -0.09942 -3.75695 0.52597 -0.784
N 0.27364 1.23695 0.84241 -0.631
N 2.34180 -0.89404 0.30970 -0.646
N 2.49872 1.47042 0.04666 -0.557
C -0.12824 3.94667 0.45641 -0.091
C 4.25783 -2.26439 -0.16270 -0.249
C 1.07596 3.36916 0.13951 -0.256
C -4.24069 1.92380 -1.50893 -0.180
C -0.90878 1.82329 1.14901 0.052
C -4.99957 1.66378 -0.37755 -0.163
C 2.96388 -2.10265 0.23525 0.051
C -4.67145 0.60910 0.45933 -0.221
C -3.14903 1.12472 -1.81062 -0.216
C 4.97981 -1.11688 -0.50900 -0.085
C 1.25276 1.99529 0.34864 0.413
C 3.03581 0.20186 -0.01513 0.413
C -3.58264 -0.19792 0.15780 -0.134
C 4.37385 0.10881 -0.43385 -0.252
C 0.63378 -4.96199 0.21006 -0.261
C -2.82489 0.06111 -0.97700 -0.213
C -1.15503 3.15726 0.97828 -0.251
H 1.88642 3.96197 -0.26238 0.243
H 4.70107 -3.24790 -0.20017 0.259
H -4.50106 2.74185 -2.16594 0.249
H 1.34224 -4.72295 -0.58014 0.188
H -2.56151 1.31697 -2.69754 0.244
H -0.04162 -5.73002 -0.15914 0.212
H -5.26152 0.40395 1.34166 0.255
H 4.91503 1.00920 -0.69115 0.242
H -1.67294 1.17067 1.55780 0.212
H -5.85731 2.27899 -0.14251 0.250
H -2.11337 3.57453 1.24749 0.256
H -0.99565 -4.00748 0.77700 0.502
H 1.15813 -5.32967 1.09115 0.193
H -0.27380 5.00747 0.30549 0.255
H 3.15537 2.17912 -0.24179 0.424
H 2.36227 -2.95487 0.52349 0.209
H 6.00979 -1.19099 -0.82970 0.257
```

Results
charge	+2
Kohn-Sham gap	8.06	eV
ΔE to the lowest compared entry with this formula, charge and spin	4.73	kcal/mol


Formula: C17H17BrLa
Source: the OMol25 dataset
Level of theory: wB97M-V/def2-TZVPD

The geometry in XYZ format:
```
36
Properties=species:S:1:pos:R:3:nbo_charge:R:1
La -0.75627 0.80399 -0.67502 1.825
Br -0.36656 3.53337 -0.48764 -0.631
C -2.56033 0.48127 -3.18661 -0.309
C -3.24370 -0.31891 -2.22642 -0.328
C 0.27342 -0.81503 -2.56474 -0.366
C 0.95773 0.43052 -2.66614 -0.407
C -3.52195 0.48963 -1.08641 -0.401
C 2.51431 -2.15542 3.31807 -0.339
C 2.32683 0.14267 2.61965 -0.283
C 1.79372 0.55898 -1.50589 -0.378
C 0.11470 1.19203 2.24425 -0.862
C 0.90053 0.05547 2.58603 -0.002
C 1.11047 -2.28708 3.26364 -0.200
C -2.40382 1.78666 -2.64295 -0.376
C -3.00987 1.79433 -1.35152 -0.455
C 3.12319 -0.92742 3.00257 -0.203
C 1.62681 -0.60924 -0.71500 -0.351
C 0.67841 -1.45959 -1.36500 -0.385
C 0.31074 -1.21896 2.87116 -0.292
H 0.64868 -3.23609 3.54770 0.192
H 3.12383 -3.02165 3.57347 0.190
H 2.42203 1.41563 -1.25845 0.243
H -2.35662 0.19193 -4.22177 0.215
H -0.85878 1.32529 2.72875 0.204
H 0.70208 2.07564 1.96256 0.213
H -4.13004 0.19234 -0.23735 0.226
H 2.19928 -0.87201 0.16867 0.257
H 0.91804 1.13044 -3.49940 0.238
H -0.78306 -1.29810 2.84810 0.191
H 4.21090 -0.81815 3.08892 0.196
H 0.36549 -2.44115 -1.01113 0.232
H 2.78437 1.10757 2.38246 0.198
H -1.97815 2.63831 -3.16630 0.243
H -0.48267 -1.18308 -3.25240 0.234
H -3.64495 -1.31680 -2.42185 0.215
H -3.00880 2.63260 -0.66400 0.255
```

Results
charge	-1
Kohn-Sham gap	5.59	eV
ΔE to the lowest compared entry with this formula, charge and spin	0.00	kcal/mol


no.,largest force on an atom (eV/Å)
1,2.84
2,0.22
3,2.03